# 1
ORCA calculation (ωB97M-V with the def2-TZVPD basis set) on a cluster of 6 separate species, C27H35N7O2PS in total.

Last column: Mulliken charge in e.
Element x y z (Å)
C  7.133318  -2.796945  1.008448  -0.68
C  5.803821  -2.382042  0.616462  -0.48
C  5.071212  -1.041148  1.098292  -0.18
C  3.499971  -1.350573  1.151031  0.44
C  2.407341  -0.219283  1.196986  -0.62
N  1.059820  -0.661441  1.237913  0.38
N  0.497913  -1.849674  1.211833  -0.59
C  1.345682  -2.965803  1.172787  -0.07
P  0.637185  -4.733664  1.126054  0.74
O  -0.220044  -4.831911  -0.359650  -0.49
O  1.934365  -5.816031  0.990032  -0.46
S  -0.514657  -5.035777  2.650496  -0.33
C  2.872071  -2.755575  1.160734  -0.17
H  7.252189  -3.369951  1.983872  0.25
H  7.984388  -2.568486  0.279756  0.27
H  5.247665  -3.070894  -0.123726  0.36
H  5.231970  -0.263627  0.260483  0.31
H  5.486326  -0.614791  2.071845  0.39
H  2.682078  0.895550  1.201010  0.47
H  0.375181  0.124245  1.300308  0.35
H  0.234232  -4.286327  -1.041565  0.35
H  2.504828  -5.662174  1.775931  0.36
H  3.535196  -3.685912  1.145246  0.36
N  -2.989630  -2.428206  2.248907  0.20
C  -2.870446  -1.184154  2.805941  -0.58
C  -3.895802  -0.406003  2.330331  -0.76
C  -4.667678  -1.212160  1.457772  0.10
C  -4.086151  -2.457309  1.429735  -0.81
H  -2.364508  -3.198480  2.417513  0.09
H  -2.065840  -0.959614  3.490078  0.46
H  -4.071655  0.629344  2.583247  0.54
H  -5.550186  -0.914848  0.911608  0.34
H  -4.355876  -3.356872  0.897587  0.40
N  3.949939  3.781431  0.390204  -0.01
C  3.580500  4.027282  -0.906935  -0.64
C  4.722372  4.108746  -1.664469  -0.38
C  5.822425  3.898358  -0.794877  -0.40
C  5.316162  3.696528  0.465709  -0.61
H  3.316858  3.679159  1.166083  0.24
H  2.539506  4.124521  -1.176362  0.53
H  4.762431  4.297715  -2.726799  0.44
H  6.868599  3.895110  -1.062189  0.42
H  5.807665  3.502172  1.407054  0.43
N  1.474303  -0.893386  -2.488026  0.36
C  1.631280  -1.375175  -3.761177  -0.50
C  2.312231  -0.431278  -4.489751  -0.70
C  2.581752  0.658479  -3.624580  -0.42
C  2.056361  0.345307  -2.395952  -0.63
H  1.005837  -1.373765  -1.738005  0.10
H  1.244617  -2.344233  -4.037840  0.42
H  2.587161  -0.515868  -5.530300  0.41
H  3.103109  1.570735  -3.873590  0.50
H  2.044653  0.895080  -1.466603  0.51
N  -7.782610  0.640080  -0.009007  -0.03
C  -8.911380  0.797483  0.750538  -0.51
C  -8.943300  2.095329  1.197571  -0.49
C  -7.794264  2.747235  0.684349  -0.32
C  -7.098268  1.825717  -0.058598  -0.54
H  -7.500206  -0.213609  -0.461207  0.25
H  -9.591360  -0.025699  0.907890  0.39
H  -9.709248  2.528206  1.823509  0.39
H  -7.508712  3.776918  0.840753  0.41
H  -6.177209  1.910281  -0.615822  0.46
N  -1.561319  1.267720  -1.119751  0.04
C  -1.267655  2.370420  -1.879854  -0.43
C  -2.112088  3.383679  -1.497890  -0.80
C  -2.942571  2.876747  -0.465566  -0.29
C  -2.578727  1.570424  -0.250898  -0.25
H  -1.101792  0.375083  -1.188647  0.21
H  -0.487099  2.337209  -2.625179  0.49
H  -2.130196  4.379865  -1.914108  0.42
H  -3.719832  3.409692  0.061955  0.51
H  -2.954176  0.830845  0.441071  0.08

Force components x, y, z for each atom (eV/Å):
-1.54 0.60 -0.27
0.70 -0.08 0.28
-1.27 -2.21 0.04
-3.86 -0.10 0.54
1.07 -4.27 -0.11
2.48 2.42 0.02
2.23 -2.69 -0.14
2.86 2.98 -0.47
-1.56 -1.19 -0.93
2.63 0.81 2.30
-1.42 2.74 0.17
0.95 0.22 -0.92
-0.91 2.47 -0.06
0.64 2.48 -0.40
-1.25 -2.30 0.46
1.33 2.37 -0.50
-0.16 -1.20 1.23
-0.70 -0.64 -1.16
-0.86 -1.87 -0.02
0.28 -0.93 -0.10
-0.35 -0.61 0.31
-0.41 -0.52 -0.37
-0.91 1.62 -0.01
-0.11 0.07 -0.06
0.18 0.03 -0.05
0.08 0.14 0.18
-0.05 -0.24 -0.17
0.07 0.04 -0.03
-0.06 -0.01 -0.02
-0.12 -0.01 0.03
-0.04 -0.10 0.02
0.07 0.00 0.12
-0.01 0.09 0.06
-0.07 -0.26 0.00
-0.12 -0.01 -0.15
-0.26 -0.06 -0.01
0.08 -0.12 0.24
0.17 -0.08 0.03
0.12 0.25 -0.10
0.09 0.07 0.00
-0.01 0.01 0.11
-0.10 0.03 0.04
0.00 0.10 -0.09
0.00 -0.10 0.12
0.01 -0.06 -0.18
-0.12 -0.27 0.04
0.01 0.12 0.24
0.09 0.16 0.08
0.04 0.07 -0.18
0.02 0.11 -0.04
-0.04 0.00 0.11
-0.05 -0.08 0.05
-0.01 0.08 -0.13
-0.01 0.05 0.02
-0.05 -0.02 0.08
-0.15 -0.21 0.03
0.23 -0.01 -0.12
0.13 0.03 0.00
-0.11 0.17 0.02
0.05 0.10 0.01
0.06 -0.05 -0.07
-0.03 -0.09 -0.03
-0.07 0.02 0.04
0.18 0.05 0.17
0.13 0.18 -0.15
0.23 -0.07 -0.13
0.00 -0.19 0.15
-0.15 -0.04 0.19
-0.21 0.11 -0.18
-0.10 0.00 0.02
0.00 -0.10 0.01
0.06 -0.07 -0.04
-0.01 0.07 -0.13

Values from the calculation:
E_LUMO = -5.6 eV
HOMO level = -9.5 eV
Frontier orbital gap = 3.928 eV
Maximum force = 4.4 eV/Å
Energy = -2322.6389 Ha
Charge = +1

=====

# 2
ORCA calculation (ωB97M-V with the def2-TZVPD basis set) on a structure of composition C12H23InNO8.

Last column: Mulliken charge in e.
Element x y z (Å)
In  -1.233456  1.262355  -2.787895  0.99
C  -4.625966  -1.167655  -5.017435  -0.72
O  -4.386606  -0.925805  -3.672675  -0.18
C  -5.248706  -1.753555  -2.775275  -0.68
C  -5.377656  -1.244555  -1.344395  -0.70
N  -4.113206  -1.152845  -0.608355  -0.09
C  -4.388056  -0.658145  0.753215  -0.67
C  -3.079326  -0.363445  1.407635  -0.64
O  -2.378746  0.677195  0.756595  -0.18
C  -1.545426  1.444425  1.647165  -0.71
H  -4.177686  -0.349045  -5.580475  0.28
H  -5.665926  -1.049995  -5.321955  0.35
H  -4.242066  -2.134605  -5.342595  0.34
H  -4.819976  -2.755665  -2.784125  0.40
H  -6.245276  -1.802445  -3.214075  0.45
H  -6.032556  -1.918535  -0.792175  0.44
H  -5.910286  -0.296725  -1.266815  0.49
H  -3.815156  -2.114385  -0.526415  0.32
H  -4.921226  -1.462595  1.259845  0.47
H  -5.029676  0.222995  0.756835  0.42
H  -2.509296  -1.292215  1.384575  0.36
H  -3.190466  -0.204475  2.480235  0.52
H  -2.148866  1.662655  2.528265  0.35
H  -1.190756  2.359445  1.172775  0.28
H  -0.643256  0.876605  1.874685  0.35
C  5.905534  6.098985  1.066325  -0.19
C  6.556454  4.751055  0.646515  -0.27
O  5.549864  3.953815  0.001715  -0.26
C  4.391604  4.604465  0.062405  0.70
O  3.382124  4.127725  -0.341895  -0.46
O  4.563534  5.805395  0.714585  -0.27
H  6.274574  6.974555  0.532195  0.30
H  5.906164  6.137035  2.155655  0.26
H  6.910744  4.291115  1.569035  0.29
H  7.385714  4.986115  -0.020705  0.31
C  3.953364  -4.047865  2.796165  -0.30
C  4.759964  -4.312035  1.515685  -0.22
O  4.303934  -3.321455  0.643295  -0.26
C  3.170124  -2.743145  1.145775  0.73
O  2.437524  -1.986275  0.471565  -0.49
O  2.927554  -3.232915  2.348305  -0.27
H  4.487054  -3.578235  3.622435  0.29
H  3.676914  -4.996105  3.257175  0.30
H  4.582154  -5.281565  1.050385  0.30
H  5.794734  -4.089635  1.776225  0.28

Force components x, y, z for each atom (eV/Å):
0.03 0.04 -0.08
0.09 0.79 -1.39
-1.28 -0.46 2.83
0.78 0.36 -0.98
0.71 1.46 -1.19
-2.94 -0.50 0.85
0.60 0.93 -1.25
0.93 -0.34 1.08
-0.47 -0.09 0.20
-0.06 -0.07 -0.28
0.53 -0.21 0.06
-0.51 -0.46 0.40
-0.05 -0.19 -0.02
0.03 -0.19 0.03
-0.03 -0.07 -0.07
-0.19 -0.65 -0.08
0.23 0.24 -0.28
1.27 -0.36 -0.18
0.16 -0.19 0.58
0.00 -0.02 -0.41
0.51 -0.22 -0.27
-0.12 0.48 0.06
0.35 0.12 0.21
-0.50 -0.05 -0.23
-0.03 -0.32 0.40
-0.56 -2.55 -0.85
0.79 1.38 -0.02
1.28 0.63 0.75
0.64 0.45 0.86
-0.66 0.64 -0.17
-1.83 -0.08 -0.61
-0.04 0.12 0.30
0.17 0.80 0.12
0.13 -0.71 -0.27
0.08 -0.67 -0.11
1.58 -1.82 0.34
0.16 0.20 1.42
-1.09 1.77 -0.57
-0.82 0.27 -2.34
2.00 -1.95 2.21
-1.92 1.46 0.02
0.28 0.60 -0.30
-0.95 0.05 -0.30
0.33 -0.11 0.18
0.39 -0.46 -0.63

Values from the calculation:
E_LUMO = -15.6 eV
HOMO level = -17.1 eV
Frontier orbital gap = 1.426 eV
Maximum force = 3.6 eV/Å
Energy = -1316.5131 Ha
Charge = +3
Relative energy (zero: lowest compared OMol25 entry of this formula, charge and spin) = 41.0 kcal per mole

=====

# 3
ORCA calculation (ωB97M-V with the def2-TZVPD basis set) on a cluster of 7 separate species, C3H20O6S in total.

Last column: Mulliken charge in e.
Element x y z (Å)
C  2.234881  0.050363  -2.850998  -1.02
C  0.881039  0.151145  -1.851510  -0.55
S  0.486704  1.617263  -0.861736  -0.07
C  1.972271  1.861853  0.268573  -1.03
H  2.029953  -0.534237  -3.758398  0.35
H  3.029562  -0.420770  -2.269330  0.29
H  2.217126  1.156859  -3.197712  0.27
H  0.802175  -0.675084  -1.277240  0.35
H  0.094487  0.220874  -2.560163  0.36
H  2.650662  1.121096  0.474975  0.34
H  2.480244  2.603012  -0.284567  0.38
H  1.673838  2.270783  1.227647  0.31
H  0.456174  1.261006  3.002998  0.33
H  -0.794263  2.090095  2.623381  0.34
O  -0.480560  1.300234  3.127577  -0.62
H  -1.849815  -1.170487  0.758351  0.30
H  -0.804477  -0.391813  1.543561  0.35
O  -1.478103  -1.090196  1.660516  -0.64
H  -2.052207  -0.255830  -1.196522  0.28
H  -3.358013  -1.046845  -1.936217  0.27
O  -2.604470  -1.012973  -1.290190  -0.61
H  -3.401328  0.499514  0.792922  0.28
H  -2.567619  0.640156  2.011189  0.40
O  -2.911930  1.177121  1.161126  -0.65
H  0.660450  -0.860174  2.874136  0.32
H  1.989006  -0.498504  2.250856  0.34
O  1.549441  -0.599255  3.185056  -0.69
H  -1.464530  -2.827792  -0.880373  0.22
H  -0.754078  -3.829437  -1.448482  0.29
O  -0.686618  -2.807971  -1.299422  -0.49

Force components x, y, z for each atom (eV/Å):
-2.95 2.27 1.13
2.34 1.95 -2.89
1.24 -0.50 0.81
-2.38 1.72 -0.85
-0.22 -0.09 0.55
0.35 0.84 -0.36
1.35 -1.80 0.63
-0.38 -2.76 1.69
-1.06 -0.38 -0.54
1.17 -2.50 0.03
0.93 0.98 -0.15
-0.39 0.18 -0.03
1.06 -0.08 0.10
0.36 -0.93 0.56
-1.54 1.13 -0.67
0.19 -0.15 0.59
-0.56 -0.14 0.14
0.43 0.03 -0.71
0.01 1.40 -0.80
1.64 1.05 0.93
-1.92 -2.01 0.07
-1.88 -2.04 -1.62
-0.83 1.91 -2.65
2.49 0.43 4.18
0.21 -0.14 0.71
-0.79 -0.32 2.72
0.71 0.26 -3.45
-5.02 1.46 2.79
1.35 2.41 -0.18
4.07 -4.16 -2.71

Values from the calculation:
E_LUMO = 0.2 eV
HOMO level = -8.9 eV
SMILES = CCSC.O.O.O.O.O.O
Frontier orbital gap = 9.100 eV
Maximum force = 6.4 eV/Å
Energy = -975.8175 Ha
Charge = 0
Relative energy (zero: lowest compared OMol25 entry of this formula, charge and spin) = 70.2 kcal per mole